# 1
Computed, not measured: a structure of composition C25H44CaI2N2O2P3S2, with ωB97M-V/def2-TZVPD.

Element x y z (Å)
Ca 0.926 -0.425 0.991
I 1.398 -3.315 3.265
C 3.434 -2.861 2.891
I 3.857 -2.601 0.825
H 4.039 -3.678 3.257
H 3.650 -1.928 3.391
C -0.401 2.417 -1.629
P 0.109 0.682 -1.428
C -1.493 -0.204 -1.782
N -2.366 0.485 -2.481
C -3.569 -0.066 -2.757
C -4.520 0.659 -3.518
C -5.728 0.093 -3.789
C -6.046 -1.209 -3.319
C -5.151 -1.924 -2.583
C -3.886 -1.358 -2.288
N -2.990 -2.052 -1.550
C -1.815 -1.516 -1.297
P -0.673 -2.556 -0.250
C -1.810 -2.849 1.164
C -0.576 -4.209 -1.143
C -1.782 -5.097 -0.840
C -0.461 -4.004 -2.654
C 0.699 -4.883 -0.617
C 1.187 0.326 -2.916
C 0.378 0.195 -4.204
C 2.192 1.476 -3.031
C 1.953 -0.970 -2.633
H -0.812 2.592 -2.620
H 0.453 3.067 -1.444
H -1.165 2.635 -0.883
H -4.258 1.650 -3.867
H -6.461 0.639 -4.370
H -7.015 -1.633 -3.551
H -5.372 -2.917 -2.213
H -2.791 -3.152 0.807
H -1.911 -1.927 1.742
H -1.400 -3.618 1.818
H -2.718 -4.622 -1.136
H -1.840 -5.370 0.215
H -1.674 -6.024 -1.412
H -1.333 -3.497 -3.069
H -0.393 -4.987 -3.128
H 0.437 -3.449 -2.934
H 0.663 -5.029 0.466
H 1.587 -4.293 -0.847
H 0.812 -5.867 -1.082
H -0.272 1.057 -4.370
H -0.246 -0.702 -4.199
H 1.063 0.122 -5.055
H 1.713 2.408 -3.333
H 2.938 1.224 -3.790
H 2.724 1.647 -2.090
H 1.288 -1.785 -2.346
H 2.683 -0.827 -1.828
H 2.503 -1.288 -3.525
C 3.374 4.201 3.123
C 2.583 3.989 1.847
C 3.401 3.401 0.717
O 1.368 3.191 2.035
P 1.132 1.888 2.907
S -0.653 1.223 2.293
S 2.630 0.567 2.766
O 1.137 2.358 4.410
C 0.492 3.567 4.932
C -0.992 3.348 5.152
C 1.229 3.887 6.209
H 4.265 4.785 2.889
H 3.694 3.255 3.558
H 2.794 4.753 3.864
H 2.177 4.944 1.524
H 3.853 2.454 1.010
H 4.198 4.097 0.446
H 2.770 3.247 -0.160
H 0.648 4.362 4.202
H -1.152 2.494 5.814
H -1.516 3.166 4.217
H -1.419 4.237 5.619
H 1.057 3.102 6.949
H 0.869 4.834 6.615
H 2.301 3.967 6.030

Computed properties:
Total energy in a.u.: -4332.4729
Net charge: +1



# 2
Computed, not measured: a structure of composition C25H44Cl3CoN4O3Si, with ωB97M-V/def2-TZVPD.

Element x y z (Å)
C -3.552 3.271 0.978
C -4.593 2.440 0.290
H -3.558 4.298 0.592
H -2.550 2.838 0.834
H -3.753 3.316 2.062
C -5.648 2.961 -0.361
C -5.971 4.418 -0.403
H -6.353 2.308 -0.876
H -5.088 5.050 -0.568
H -6.470 4.776 0.513
H -6.669 4.592 -1.230
Co 3.411 0.102 1.493
Cl 3.837 -0.390 3.570
Cl 1.666 1.554 1.249
C 1.835 -2.220 1.539
O 2.549 -1.550 0.738
N 1.042 -3.213 1.141
C 1.024 -3.675 -0.245
C 0.068 -3.798 2.059
H 1.835 -1.990 2.618
H 1.932 -3.346 -0.758
H 0.137 -3.290 -0.772
H 0.969 -4.771 -0.245
H 0.270 -3.411 3.063
H 0.163 -4.890 2.056
H -0.959 -3.533 1.769
H 3.047 4.346 -0.140
H 1.270 2.800 -0.987
C 3.732 4.040 -0.942
C 1.877 2.737 -1.899
N 3.274 2.809 -1.557
H 4.721 3.873 -0.508
C 4.079 1.745 -1.756
O 3.735 0.679 -2.288
H 1.690 1.782 -2.394
H 5.102 1.892 -1.378
H 3.782 4.848 -1.688
H 1.613 3.573 -2.559
O -3.193 0.714 -0.489
C -4.330 0.940 0.354
C -6.029 -0.226 -1.207
C -5.559 0.076 0.075
H -5.468 0.114 -2.083
C -7.240 -0.919 -1.361
H -4.009 0.744 1.389
C -6.326 -0.305 1.186
H -7.593 -1.172 -2.362
C -8.009 -1.278 -0.250
C -7.545 -0.960 1.030
H -5.967 -0.025 2.179
H -8.960 -1.801 -0.373
H -8.135 -1.223 1.911
Si -2.072 -0.479 -0.874
Cl 4.807 1.901 1.125
C -2.125 -0.692 -2.735
C -2.645 -2.064 -0.057
C -0.483 0.216 -0.258
H -3.156 -0.873 -3.073
H -1.514 -1.544 -3.067
H -1.759 0.205 -3.254
H -0.355 1.237 -0.630
H 0.408 -0.348 -0.541
H -0.482 0.296 0.832
H -3.686 -2.274 -0.348
H -2.619 -1.980 1.038
H -2.035 -2.929 -0.356
C 8.893 -1.284 2.010
C 7.583 -1.304 1.322
C 7.188 -1.889 0.118
C 5.816 -1.577 -0.055
N 5.386 -0.857 1.004
N 6.475 -0.703 1.806
C 4.986 -1.976 -1.198
H 9.231 -2.304 2.244
H 9.660 -0.836 1.363
H 8.848 -0.710 2.945
H 7.801 -2.463 -0.549
H 6.385 -0.168 2.672
H 5.395 -1.567 -2.129
H 4.969 -3.071 -1.278
H 3.966 -1.610 -1.088

Computed properties:
Spin multiplicity: 4
Total energy in a.u.: -4476.8389
Expectation value of S²: 3.757
Net charge: -1